Entry 1:
{"formula": "C4H5OPS", "method": "ωB97M-V/def2-TZVPD", "largest_force_ev_per_a": 1.5, "total_energy_ev": -26397.297, "homo_energy_ev": [-8.7, -8.3], "species": ["C", "C", "C", "C", "O", "P", "S", "H", "H", "H", "H", "H"], "positions_angstrom": [[-1.05, -0.14, 0.92], [-1.73, -0.69, -0.27], [0.21, 0.27, 1.02], [-1.23, -0.86, -1.45], [1.79, 1.71, -0.55], [1.46, 0.13, -0.31], [3.10, -0.78, 0.28], [-1.69, -0.05, 1.78], [-2.77, -0.96, -0.06], [0.59, 0.68, 1.95], [-1.35, -1.17, -2.45], [2.68, 1.88, -0.86]], "nbo_charge": [-0.16, -0.37, -0.53, -0.05, -0.99, 1.19, -0.49, 0.22, 0.23, 0.24, 0.20, 0.51]}

---

Entry 2:
{"formula": "C4H5P", "method": "ωB97M-V/def2-TZVPD", "largest_force_ev_per_a": 4.1, "total_energy_ev": -13509.983, "homo_energy_ev": [-8.0, -8.6], "species": ["C", "C", "C", "C", "P", "H", "H", "H", "H", "H"], "positions_angstrom": [[1.35, 0.53, 0.84], [0.11, 0.21, 0.74], [-1.46, -0.47, -2.59], [0.54, 0.13, 2.18], [-2.03, -0.70, -1.07], [2.35, 1.04, 0.48], [-1.89, -0.96, -3.54], [-0.52, -0.12, -2.62], [1.08, -0.66, 2.78], [0.48, 1.01, 2.80]], "nbo_charge": [-0.30, -0.04, -0.93, -0.43, 0.61, 0.25, 0.25, 0.22, 0.19, 0.18]}

---

Entry 3:
{"formula": "C4H6AgO2", "method": "ωB97M-V/def2-TZVPD", "spin_multiplicity": 3, "largest_force_ev_per_a": 4.1, "total_energy_ev": -12325.854, "charge": 1, "homo_energy_ev": [-10.9, -14.3], "species": ["C", "O", "H", "H", "C", "C", "C", "O", "Ag", "H", "H", "H", "H"], "positions_angstrom": [[-0.66, -0.38, 0.06], [-0.57, 0.38, 1.21], [-1.60, -0.95, 0.07], [-0.30, 1.28, 0.99], [0.49, -1.50, -0.38], [0.40, -0.97, -1.81], [-0.38, 0.20, -1.29], [-1.04, 1.19, -1.61], [-1.50, 3.10, -0.99], [1.46, -1.27, 0.09], [0.18, -2.53, -0.18], [1.31, -0.75, -2.38], [-0.45, -1.21, -2.56]], "nbo_charge": [0.13, -0.65, 0.19, 0.47, -0.38, -0.41, 0.25, -0.53, 0.95, 0.24, 0.24, 0.25, 0.25]}

---

Entry 4:
{"formula": "C4H6AlO7", "method": "ωB97M-V/def2-TZVPD", "largest_force_ev_per_a": 17.5, "total_energy_ev": -25162.075, "charge": 1, "homo_energy_ev": [-13.7, -14.1], "species": ["O", "C", "O", "O", "O", "C", "O", "O", "C", "C", "Al", "H", "H", "H", "H", "H", "O", "H"], "positions_angstrom": [[3.70, 1.65, 0.62], [3.09, 0.63, 0.17], [3.76, -0.37, -0.24], [1.78, 0.63, 0.18], [-1.06, 0.45, -0.20], [-2.43, 0.38, -0.01], [-2.87, 0.00, 1.10], [-2.95, 1.58, -0.48], [-0.30, -0.53, 0.46], [1.08, -0.59, -0.13], [4.85, 0.61, 0.21], [-3.88, 1.62, -0.24], [-0.76, -1.53, 0.34], [-0.24, -0.31, 1.54], [1.04, -0.69, -1.23], [1.63, -1.43, 0.29], [-2.81, -0.87, -1.34], [-3.64, -1.23, -1.04]], "nbo_charge": [-0.72, 0.88, -0.78, -0.38, -0.51, 0.93, -0.47, -0.67, -0.10, -0.11, 1.61, 0.50, 0.23, 0.21, 0.23, 0.21, -0.50, 0.46]}

---

Entry 5:
{"formula": "C4H6AuN2O3Se", "method": "ωB97M-V/def2-TZVPD", "largest_force_ev_per_a": 2.7, "total_energy_ev": -82407.579, "charge": -1, "homo_energy_ev": [-4.1, -4.1], "species": ["Au", "N", "C", "C", "O", "N", "C", "C", "O", "O", "H", "H", "H", "H", "H", "H", "Se"], "positions_angstrom": [[0.13, -0.50, 0.02], [-2.21, -0.01, 0.01], [-2.32, 1.43, -0.15], [-1.16, 2.19, 0.54], [-1.35, 3.31, 1.00], [-0.02, 1.53, 0.50], [1.19, 2.15, 0.98], [2.42, 1.27, 0.70], [3.53, 1.72, 0.90], [2.21, 0.08, 0.29], [-2.72, -0.52, -0.70], [-2.52, -0.30, 0.93], [-3.26, 1.83, 0.23], [-2.24, 1.67, -1.22], [1.15, 2.32, 2.07], [1.34, 3.13, 0.51], [-0.17, -2.82, -0.49]], "nbo_charge": [1.11, -0.80, -0.32, 0.62, -0.69, -0.75, -0.35, 0.77, -0.66, -0.71, 0.39, 0.39, 0.19, 0.21, 0.20, 0.21, -0.82]}

---

Entry 6:
{"formula": "C4H6BF2NO8", "method": "ωB97M-V/def2-TZVPD", "largest_force_ev_per_a": 0.7, "total_energy_ev": -28227.848, "smiles": "O=C(OB(O)O)ON(C(=O)F)C(=O)F.CO", "homo_energy_ev": -10.5, "species": ["O", "C", "O", "B", "O", "O", "O", "N", "C", "O", "F", "C", "O", "F", "H", "H", "C", "O", "H", "H", "H", "H"], "positions_angstrom": [[-1.76, 0.27, 2.40], [-1.28, -0.61, 1.77], [-1.38, -0.80, 0.46], [-0.31, -0.72, -0.47], [0.54, -1.78, -0.65], [-0.33, 0.38, -1.29], [-0.55, -1.66, 2.38], [0.82, -1.29, 2.45], [1.24, -0.82, 3.73], [2.35, -0.90, 4.11], [0.24, -0.25, 4.36], [1.61, -2.44, 2.06], [2.50, -2.40, 1.30], [1.20, -3.52, 2.67], [1.42, -1.72, -0.25], [0.47, 0.92, -1.30], [-1.33, 3.13, -4.14], [-0.14, 2.59, -3.60], [-1.05, 4.01, -4.71], [-1.83, 2.42, -4.81], [-2.04, 3.42, -3.36], [-0.38, 1.79, -3.09]], "nbo_charge": [-0.49, 1.00, -0.71, 1.34, -0.94, -0.93, -0.39, -0.30, 0.96, -0.52, -0.28, 1.00, -0.50, -0.28, 0.52, 0.52, -0.25, -0.73, 0.18, 0.16, 0.16, 0.47]}

---

Entry 7:
{"formula": "C4H6Br2N3", "method": "ωB97M-V/def2-TZVPD", "largest_force_ev_per_a": 3.8, "total_energy_ev": -148791.422, "charge": 1, "homo_energy_ev": [-12.4, -12.4], "species": ["C", "C", "C", "C", "N", "N", "N", "Br", "Br", "H", "H", "H", "H", "H", "H"], "positions_angstrom": [[3.11, 0.30, -0.18], [-0.67, -0.39, -0.20], [-1.33, 1.49, 0.83], [-1.19, -1.31, 0.70], [2.04, 0.64, -0.33], [-0.43, 0.94, 0.12], [-0.39, -0.67, -1.50], [4.75, -0.27, 0.15], [-1.61, -3.08, 0.11], [-2.35, 1.00, 1.01], [-1.17, 2.51, 1.24], [-1.24, -1.08, 1.73], [0.42, 1.44, -0.01], [-0.07, -1.59, -1.73], [0.14, 0.07, -1.93]], "nbo_charge": [0.20, 0.27, 0.11, -0.34, -0.49, -0.44, -0.77, 0.32, 0.13, 0.25, 0.23, 0.23, 0.48, 0.42, 0.39]}

---

Entry 8:
{"formula": "C4H6BrN", "method": "ωB97M-V/def2-TZVPD", "largest_force_ev_per_a": 3.7, "total_energy_ev": -75775.701, "smiles": "[H]/N=C/C(Br)=C/C", "homo_energy_ev": -9.1, "species": ["C", "C", "C", "C", "N", "Br", "H", "H", "H", "H", "H", "H"], "positions_angstrom": [[-0.22, -0.82, 0.36], [0.70, 0.53, -1.69], [0.22, 0.28, -0.20], [-0.92, -0.78, 1.68], [1.04, 1.64, -2.09], [0.43, 1.78, 0.93], [-0.17, -1.79, -0.06], [0.42, -0.41, -2.21], [-1.42, 0.20, 1.79], [-1.45, -1.74, 2.06], [-0.09, -0.83, 2.45], [1.46, 1.95, -3.00]], "nbo_charge": [-0.19, 0.14, -0.15, -0.67, -0.63, 0.05, 0.22, 0.15, 0.24, 0.23, 0.23, 0.39]}

---

Entry 9:
{"formula": "C4H6BrN2", "method": "ωB97M-V/def2-TZVPD", "largest_force_ev_per_a": 4.3, "total_energy_ev": -77259.559, "charge": 1, "smiles": "Cc1[nH]cc(Br)[nH+]1", "homo_energy_ev": -14.2, "species": ["C", "C", "C", "C", "N", "N", "Br", "H", "H", "H", "H", "H", "H"], "positions_angstrom": [[-0.19, 1.72, 0.35], [0.05, 0.90, 1.39], [0.03, -0.36, -0.37], [0.13, -1.55, -1.26], [-0.20, 0.93, -0.77], [0.15, -0.38, 0.94], [0.08, 0.97, 3.71], [-0.28, 2.76, 0.42], [-0.81, -1.53, -2.00], [1.12, -1.36, -1.69], [-0.07, -2.45, -0.76], [-0.19, 1.41, -1.65], [0.17, -1.06, 1.68]], "nbo_charge": [-0.12, 0.22, 0.47, -0.67, -0.46, -0.53, 0.07, 0.27, 0.27, 0.27, 0.26, 0.47, 0.48]}

---

Entry 10:
{"formula": "C4H6BrNO2", "method": "ωB97M-V/def2-TZVPD", "largest_force_ev_per_a": 3.3, "total_energy_ev": -79869.879, "smiles": "C=C/C(O)=N\\Br.C=O", "homo_energy_ev": -9.2, "species": ["C", "C", "C", "C", "N", "O", "O", "Br", "H", "H", "H", "H", "H", "H"], "positions_angstrom": [[2.18, -0.60, -1.32], [1.34, 0.30, -0.78], [0.67, 0.05, 0.48], [-2.99, 0.72, 0.21], [0.20, -0.99, 1.15], [0.49, 1.15, 1.25], [-2.16, 0.67, -0.65], [0.33, -2.75, 0.49], [2.80, -0.41, -2.21], [2.31, -1.61, -0.93], [1.34, 1.34, -1.09], [-3.01, 0.02, 1.12], [-3.78, 1.41, 0.16], [0.28, 0.71, 2.12]], "nbo_charge": [-0.29, -0.30, 0.53, 0.29, -0.61, -0.66, -0.50, 0.15, 0.21, 0.21, 0.24, 0.10, 0.10, 0.50]}

---

Entry 11:
{"formula": "C4H6BrNS", "method": "ωB97M-V/def2-TZVPD", "largest_force_ev_per_a": 6.5, "total_energy_ev": -86611.009, "homo_energy_ev": -8.6, "species": ["C", "C", "C", "C", "N", "S", "Br", "H", "H", "H", "H", "H", "H"], "positions_angstrom": [[0.09, 0.58, -2.38], [-0.26, -0.53, -1.70], [0.64, -1.86, 0.26], [0.26, -0.30, 2.45], [0.10, -0.79, -0.40], [0.65, -1.96, 2.01], [1.20, -3.52, -0.49], [-0.31, 0.55, -3.38], [0.64, 1.45, -2.05], [-0.70, -1.38, -2.27], [1.08, 0.47, 2.15], [0.01, -0.29, 3.60], [-0.59, 0.04, 1.82]], "nbo_charge": [-0.41, -0.04, -0.01, -0.81, -0.51, 0.36, 0.07, 0.20, 0.21, 0.19, 0.24, 0.25, 0.26]}

---

Entry 12:
{"formula": "C4H6BrNS", "method": "ωB97M-V/def2-TZVPD", "largest_force_ev_per_a": 2.0, "total_energy_ev": -86612.036, "homo_energy_ev": [-8.9, -8.9], "species": ["C", "C", "C", "C", "N", "S", "Br", "H", "H", "H", "H", "H", "H"], "positions_angstrom": [[0.14, -1.39, 0.24], [-0.61, -1.24, -1.06], [0.31, 0.85, 0.04], [0.58, 2.23, 0.50], [0.55, -0.21, 0.75], [-0.58, 0.54, -1.44], [-1.37, -2.97, 1.60], [0.85, -2.20, 0.33], [-0.12, -1.77, -1.88], [-1.65, -1.56, -1.01], [0.01, 2.39, 1.43], [0.26, 2.96, -0.24], [1.63, 2.36, 0.74]], "nbo_charge": [0.22, -0.63, 0.21, -0.68, -0.52, 0.30, -0.43, 0.23, 0.26, 0.29, 0.26, 0.23, 0.26]}

---

Entry 13:
{"formula": "C4H6BrNS", "method": "ωB97M-V/def2-TZVPD", "largest_force_ev_per_a": 4.6, "total_energy_ev": -86610.650, "smiles": "CN1SC=C[C@H]1Br", "homo_energy_ev": -7.8, "species": ["C", "C", "C", "C", "N", "S", "Br", "H", "H", "H", "H", "H", "H"], "positions_angstrom": [[0.31, 1.60, -0.48], [-0.86, 1.80, 0.03], [0.69, 0.17, -0.67], [-0.19, -1.88, 0.63], [-0.53, -0.70, -0.16], [-1.72, 0.36, 0.54], [2.50, -0.19, 0.00], [1.10, 2.42, -0.77], [-1.54, 2.70, 0.37], [0.61, -0.03, -1.86], [-1.13, -2.23, 0.93], [0.41, -2.44, -0.03], [0.36, -1.60, 1.46]], "nbo_charge": [-0.30, -0.36, -0.13, -0.41, -0.57, 0.43, 0.00, 0.25, 0.26, 0.23, 0.21, 0.21, 0.18]}

---

Entry 14:
{"formula": "C4H6CaO3", "method": "ωB97M-V/def2-TZVPD", "largest_force_ev_per_a": 1.8, "total_energy_ev": -28807.933, "charge": 2, "homo_energy_ev": -18.2, "species": ["O", "Ca", "O", "C", "O", "C", "H", "H", "H", "C", "C", "H", "H", "H"], "positions_angstrom": [[1.27, 0.80, -0.22], [3.45, 0.60, -0.25], [2.20, -1.16, 0.04], [1.17, -0.47, -0.20], [-0.01, -1.01, -0.35], [-0.19, -2.43, -0.13], [-1.25, -2.62, -0.30], [0.42, -2.98, -0.86], [0.10, -2.68, 0.89], [-0.88, 2.40, -0.16], [-1.46, 2.24, 0.92], [-0.74, 2.75, -1.18], [-1.88, 1.65, 1.72], [-2.19, 2.91, 0.08]], "nbo_charge": [-0.90, 1.88, -0.83, 0.97, -0.48, -0.26, 0.23, 0.22, 0.21, 0.06, -0.19, 0.32, 0.35, 0.43]}

---

Entry 15:
{"formula": "C4H6CdO2", "method": "ωB97M-V/def2-TZVPD", "largest_force_ev_per_a": 6.1, "total_energy_ev": -12877.540, "charge": 2, "homo_energy_ev": [-20.7, -16.2], "species": ["C", "O", "H", "H", "C", "C", "C", "O", "Cd", "H", "H", "H", "H"], "positions_angstrom": [[-0.90, 0.78, -0.59], [-2.18, 0.59, -0.91], [-0.41, 1.51, -1.22], [-2.54, -0.24, -0.56], [1.98, -1.19, -0.70], [1.38, -0.24, 0.11], [-0.10, -0.15, 0.21], [-0.61, 1.08, 0.84], [-1.49, 1.56, 2.44], [1.43, -2.14, -0.81], [1.89, 0.72, -0.09], [2.19, -1.26, 0.70], [-0.62, -1.04, 0.59]], "mulliken_charge": [0.22, -0.41, 0.43, 0.36, -0.36, -0.17, -0.10, -0.35, 0.74, 0.39, 0.40, 0.39, 0.47]}

---

Entry 16:
{"formula": "C4H6Cl2", "method": "ωB97M-V/def2-TZVPD", "largest_force_ev_per_a": 3.6, "total_energy_ev": -29288.806, "smiles": "C/C(Cl)=C\\CCl", "homo_energy_ev": -9.6, "species": ["C", "C", "C", "C", "H", "H", "H", "H", "H", "H", "Cl", "Cl"], "positions_angstrom": [[0.48, -1.50, 0.58], [0.41, -0.06, 0.90], [-0.08, 0.88, 0.15], [-0.79, 0.98, -1.13], [1.49, -2.04, 0.55], [-0.08, -1.76, -0.42], [-0.27, -2.02, 1.29], [-0.11, 1.76, 0.72], [-1.63, 1.68, -0.92], [-1.15, 0.04, -1.35], [1.57, 0.45, 2.12], [0.17, 1.58, -2.50]], "nbo_charge": [-0.68, 0.03, -0.24, -0.40, 0.25, 0.22, 0.24, 0.21, 0.23, 0.21, -0.02, -0.04]}